(i)
C5H8ClN in the gas phase. Source: the OMol25 dataset; level of theory: ωB97M-V/def2-TZVPD.

Computed properties:
* E_LUMO: 0.73 eV
* M: 117.58 u
* HOMO-LUMO gap: 11.95 eV
* HOMO: -0.4124 hartree

Each line ends with the Mulliken charge.
Positions of all 15 atoms, in Å:
C: -0.533 -0.538 2.317  -1.170
C: -0.205 0.515 1.257  -0.658
C: 0.213 -0.083 -0.081  0.897
C: 1.465 -0.885 0.042  -1.301
Cl: 0.537 1.446 -1.127  -0.189
C: -0.867 -0.856 -0.727  0.071
N: -1.760 -1.421 -1.202  -0.426
H: 0.356 -1.010 2.767  0.302
H: -1.041 -0.073 3.161  0.370
H: -1.167 -1.387 1.946  0.319
H: -1.144 1.005 1.013  0.328
H: 0.518 1.256 1.592  0.402
H: 1.884 -1.185 -0.924  0.390
H: 2.158 -0.311 0.654  0.332
H: 1.188 -1.858 0.507  0.334



(ii)
A 2-piece molecular cluster, C5H8ClN overall. Source: the OMol25 dataset; level of theory: ωB97M-V/def2-TZVPD.

Computed properties:
* E_LUMO: 0.80 eV
* M: 117.58 u
* HOMO-LUMO gap: 10.25 eV
* HOMO: -0.3473 hartree

Each line ends with the Mulliken charge.
Positions of all 15 atoms, in Å:
C: -0.360 1.391 -1.062  -0.718
C: 0.100 0.154 -1.110  0.582
Cl: 1.442 -0.274 -2.088  -0.201
C: -0.463 -0.925 -0.208  -0.785
C: -0.299 -0.620 1.248  -0.987
H: -0.135 2.219 -1.698  0.328
H: -1.120 1.517 -0.248  0.158
H: -1.581 -0.943 -0.233  0.258
H: -0.043 -1.800 -0.445  0.490
H: -0.991 0.215 1.437  0.297
H: 0.706 -0.305 1.479  0.238
H: -0.740 -1.408 1.847  0.336
C: 3.147 -0.322 0.579  0.060
N: 3.190 0.715 1.038  -0.360
H: 2.915 -1.389 0.486  0.305



(i) is preferred energetically. Next in line: 0.0652 hartree higher.



(i)
C6H8O2 in the gas phase. Source: the OMol25 dataset; level of theory: ωB97M-V/def2-TZVPD.

Computed properties:
* E_LUMO: 0.97 eV
* M: 112.13 u
* HOMO-LUMO gap: 10.75 eV
* HOMO: -0.3592 hartree

Each line ends with the Mulliken charge.
Positions of all 16 atoms, in Å:
C: -2.328 0.118 0.959  -0.810
C: -1.297 0.303 0.205  0.384
O: -0.184 1.454 0.181  -0.518
C: 1.212 0.815 0.571  -0.311
C: 1.661 -0.238 -0.355  -0.672
C: 0.379 -1.099 -0.472  0.090
O: -0.205 -1.658 -1.654  -0.454
C: -0.690 -0.362 -1.006  -0.278
H: -2.754 0.740 1.773  0.308
H: -2.941 -0.525 0.355  0.290
H: 1.651 1.779 0.867  0.324
H: 0.837 0.163 1.440  0.268
H: 1.634 0.306 -1.302  0.313
H: 2.807 -0.505 -0.506  0.347
H: 0.323 -1.857 0.328  0.397
H: -0.104 0.567 -1.384  0.323



(ii)
A 2-piece molecular cluster, C6H8O2 overall. Source: the OMol25 dataset; level of theory: ωB97M-V/def2-TZVPD.

Computed properties:
* E_LUMO: -0.39 eV
* M: 112.13 u
* HOMO-LUMO gap: 7.53 eV
* HOMO: -0.2908 hartree

Each line ends with the Mulliken charge.
Positions of all 16 atoms, in Å:
C: 0.594 -0.132 -0.064  0.818
C: 0.755 0.577 1.262  -1.279
C: 0.439 0.762 -1.263  -1.462
C: -1.698 -0.575 -0.007  0.009
C: -0.871 -1.513 0.425  0.710
C: -2.759 0.005 -0.416  -0.492
O: 1.578 -1.058 -0.318  -0.552
O: -0.406 -2.475 0.924  -0.526
H: 1.557 -1.768 0.343  0.377
H: -2.861 0.924 -0.977  0.233
H: 1.699 1.131 1.267  0.376
H: 0.248 0.169 -2.157  0.351
H: 0.775 -0.135 2.089  0.348
H: -0.059 1.280 1.427  0.330
H: 1.368 1.320 -1.412  0.414
H: -0.357 1.490 -1.122  0.345



(iii)
A 2-piece molecular cluster, C6H8O2 overall. Source: the OMol25 dataset; level of theory: ωB97M-V/def2-TZVPD.

Computed properties:
* E_LUMO: 0.75 eV
* M: 112.13 u
* HOMO-LUMO gap: 9.51 eV
* HOMO: -0.3219 hartree

Each line ends with the Mulliken charge.
Positions of all 16 atoms, in Å:
O: 2.120 -0.217 -1.576  -0.438
C: 1.753 0.019 -0.461  0.711
C: 1.738 -0.114 0.812  -0.318
C: 0.532 -0.353 1.692  -0.346
C: 1.151 -1.504 1.073  -0.346
H: -0.377 0.088 1.262  0.140
H: 0.680 -0.176 2.778  0.237
H: 1.698 -2.288 1.583  0.273
H: 0.617 -1.837 0.167  0.114
C: -2.074 1.360 -0.850  -0.910
C: -0.817 1.095 -1.148  0.256
O: -0.441 -0.140 -1.333  -0.402
H: -2.538 2.297 -0.649  0.277
H: -2.811 0.562 -0.941  0.183
H: 0.047 1.836 -1.082  0.288
H: -1.279 -0.629 -1.327  0.280



(iii) is preferred energetically. Next in line: 0.0084 hartree higher.



(i)
C6H8O2 as an isolated structure. Source: the OMol25 dataset; level of theory: ωB97M-V/def2-TZVPD.

Computed properties:
* E_LUMO: 0.01 eV
* M: 112.13 u
* HOMO-LUMO gap: 9.49 eV
* HOMO: -0.3486 hartree

Each line ends with the Mulliken charge.
Positions of all 16 atoms, in Å:
C: -0.434 0.019 1.000  -0.169
C: 0.167 1.028 -0.035  -0.155
C: -0.958 0.559 -0.929  -0.850
C: -0.343 -0.787 -0.365  0.744
C: 1.100 -0.857 -0.714  -0.580
C: 1.513 0.350 -0.468  -0.239
H: 0.934 0.838 2.387  0.379
H: -1.536 0.210 1.201  0.285
H: 0.377 2.102 0.472  0.368
H: -2.023 0.781 -0.637  0.272
H: -0.894 1.004 -2.050  0.245
H: -1.185 -2.459 0.478  0.405
H: 1.776 -1.674 -1.405  0.219
H: 2.305 1.158 -0.460  0.340
O: 0.334 -0.338 2.115  -0.606
O: -1.133 -1.933 -0.591  -0.659



(ii)
C6H8O2 in the gas phase. Source: the OMol25 dataset; level of theory: ωB97M-V/def2-TZVPD.

Computed properties:
* E_LUMO: 0.33 eV
* M: 112.13 u
* HOMO-LUMO gap: 9.16 eV
* HOMO: -0.3246 hartree

Each line ends with the Mulliken charge.
Positions of all 16 atoms, in Å:
C: -2.375 0.355 -0.054  -0.781
C: -1.077 0.003 -0.022  0.205
C: -0.646 -1.445 -0.057  -0.374
C: 0.648 -1.496 -0.060  -0.377
C: 1.326 -0.191 -0.477  -0.158
O: 2.633 0.099 0.058  -0.567
C: 0.256 0.875 0.188  0.036
O: 0.183 2.130 -0.400  -0.521
H: -2.801 1.422 0.087  0.244
H: -3.132 -0.371 0.192  0.302
H: -1.454 -2.375 -0.386  0.180
H: 1.055 -2.528 -0.181  0.295
H: 1.386 -0.190 -1.531  0.393
H: 2.414 0.273 1.126  0.387
H: 0.636 0.984 1.307  0.316
H: 0.949 2.456 0.211  0.419



(iii)
C6H8O2 as an isolated structure. Source: the OMol25 dataset; level of theory: ωB97M-V/def2-TZVPD.

Computed properties:
* E_LUMO: 0.59 eV
* M: 112.13 u
* HOMO-LUMO gap: 11.01 eV
* HOMO: -0.3830 hartree

Each line ends with the Mulliken charge.
Positions of all 16 atoms, in Å:
C: 0.664 -0.833 -0.094  -0.181
C: 1.877 0.105 -0.064  0.427
C: 0.507 -2.130 0.057  -0.899
C: -0.110 0.505 -0.021  1.790
C: -0.894 0.751 1.242  -1.383
C: -0.844 0.761 -1.324  -1.269
O: 3.036 -0.009 -0.052  -0.510
O: 1.110 1.226 0.026  -0.428
H: -0.454 -2.521 0.179  0.316
H: 1.385 -2.861 -0.059  0.244
H: -1.475 1.773 1.262  0.308
H: -0.126 0.624 2.082  0.337
H: -1.703 0.005 1.495  0.298
H: -0.494 1.788 -1.606  0.323
H: -2.016 0.845 -1.079  0.291
H: -0.462 -0.030 -2.044  0.337



(iv)
C6H8O2 in the gas phase. Source: the OMol25 dataset; level of theory: ωB97M-V/def2-TZVPD.

Computed properties:
* E_LUMO (alpha / beta): 0.17 / 0.08 eV
* M: 112.13 u
* HOMO-LUMO gap (alpha / beta): 8.38 / 8.16 eV
* HOMO (alpha / beta): -0.3014 / -0.2970 hartree

Each line ends with the Mulliken charge.
Positions of all 16 atoms, in Å:
C: -1.210 1.602 0.322  -0.009
C: -2.763 0.643 -1.224  -0.408
C: -0.245 0.867 -0.067  -0.416
C: -1.806 0.097 -1.901  0.228
C: 1.143 -0.689 1.042  -1.084
C: 1.081 0.406 -0.065  -0.302
O: -2.501 1.603 -0.208  -0.277
O: -1.413 -0.740 -2.798  -0.419
H: -1.194 2.380 1.018  0.433
H: -3.852 0.903 -1.519  0.260
H: 1.177 -0.329 2.044  0.343
H: 1.989 -1.323 0.807  0.357
H: 0.220 -1.366 0.889  0.291
H: 1.273 -0.114 -1.085  0.213
H: 1.891 0.987 -0.010  0.444
H: -2.039 -0.948 -3.531  0.347



(iii) is preferred energetically. Next in line: 0.0831 hartree higher.



(i)
C6H8O2 as an isolated structure. Source: the OMol25 dataset; level of theory: ωB97M-V/def2-TZVPD.

Computed properties:
* E_LUMO (alpha / beta): -0.63 / -0.63 eV
* M: 112.13 u
* HOMO-LUMO gap (alpha / beta): 8.14 / 8.15 eV
* HOMO (alpha / beta): -0.3225 / -0.3226 hartree

Each line ends with the Mulliken charge.
Positions of all 16 atoms, in Å:
C: -1.423 1.729 -0.424  0.131
C: 0.497 -2.134 0.426  -1.331
C: -0.135 -0.822 0.172  0.579
C: -1.187 -0.237 -0.176  -0.482
O: -1.797 1.758 -1.754  -0.432
O: -0.382 2.325 -0.053  -0.659
C: 1.365 0.465 0.543  -0.352
C: 2.478 0.089 0.874  -0.431
H: -1.010 2.006 -2.261  0.324
H: 0.700 1.358 0.309  0.500
H: -2.321 1.745 0.201  0.351
H: -2.162 -0.560 -0.487  0.410
H: -0.244 -2.918 0.251  0.333
H: 0.853 -2.201 1.454  0.345
H: 1.347 -2.291 -0.239  0.334
H: 3.420 -0.312 1.162  0.381



(ii)
C6H8O2 in the gas phase. Source: the OMol25 dataset; level of theory: ωB97M-V/def2-TZVPD.

Computed properties:
* E_LUMO: 0.59 eV
* M: 112.13 u
* HOMO-LUMO gap: 10.40 eV
* HOMO: -0.3608 hartree

Each line ends with the Mulliken charge.
Positions of all 16 atoms, in Å:
C: -1.361 -0.170 -0.120  -0.201
C: -0.530 -0.816 0.773  -0.191
C: -0.214 -0.724 -0.977  -0.105
C: 1.099 0.025 -0.661  -0.196
C: 1.224 1.189 0.088  -0.644
C: 0.921 -0.081 0.781  -0.326
H: -2.506 1.491 0.686  0.347
H: -2.275 -0.698 -0.274  0.447
H: -0.705 -0.955 1.847  0.567
H: -0.191 -1.305 -1.917  0.399
H: 2.219 -0.016 -1.196  0.221
H: 2.351 1.587 -0.063  0.244
H: 0.626 1.981 -0.245  0.275
H: 1.403 -0.847 1.545  0.243
O: -1.830 1.251 -0.181  -0.608
O: -0.231 -1.912 -0.085  -0.471



(iii)
C6H8O2 in the gas phase. Source: the OMol25 dataset; level of theory: ωB97M-V/def2-TZVPD.

Computed properties:
* E_LUMO: 0.67 eV
* M: 112.13 u
* HOMO-LUMO gap: 9.71 eV
* HOMO: -0.3322 hartree

Each line ends with the Mulliken charge.
Positions of all 16 atoms, in Å:
C: -1.456 1.914 -1.148  -0.854
C: -0.607 1.315 -0.365  -0.232
C: 0.379 0.851 0.366  0.387
O: 0.939 1.392 1.484  -0.493
C: 0.508 -0.603 0.152  1.105
C: 0.131 -1.485 1.319  -1.360
C: 0.577 -1.181 -1.229  -0.488
O: 1.780 -1.059 -0.572  -0.490
H: -1.128 2.534 -1.970  0.260
H: -2.522 1.826 -1.007  0.249
H: 0.674 2.316 1.560  0.327
H: 0.511 -1.073 2.253  0.321
H: 0.575 -2.472 1.199  0.392
H: -0.953 -1.585 1.373  0.301
H: 0.403 -0.498 -2.060  0.294
H: 0.188 -2.191 -1.354  0.280



(iii) is preferred energetically. Next in line: 0.1116 hartree higher.